Entry 1:
Molecular formula: C7H5F14NO10PS3
Method: DFT, ωB97M-V/def2-TZVPD

Structure (ORCA input):
```
! RIJCOSX wB97M-V def2-TZVPD def2/J DEFGRID3
* xyz -1 1
O -1.8153 -1.7602 1.1225
P -1.9643 -0.2307 0.6625
O -0.8572 0.6780 1.6659
O -1.7747 0.0178 -1.0482
C -0.7619 -0.8647 -1.6440
C 0.7810 -0.3164 -1.5604
C 1.0793 1.0282 -2.4720
F 1.7005 0.5116 -3.7492
F -0.1844 1.7202 -2.9234
C 2.1871 2.0530 -1.8233
F 2.4665 3.0826 -2.8931
F 3.4942 1.3276 -1.6083
C 1.6842 2.8645 -0.4912
F 0.2374 2.7417 -0.1996
F 1.9221 4.3300 -0.7725
C 2.5140 2.5337 0.8830
F 2.6285 1.0966 1.2207
F 3.8823 3.1293 0.8986
F 1.7604 3.1657 2.0298
O -3.5886 0.2419 1.2040
S -3.9009 1.8746 0.8294
O -5.0803 1.8790 -0.2086
O -2.7279 2.6353 0.1665
C -4.3471 2.8868 2.3877
F -4.3688 1.9485 3.5332
F -5.6512 3.5463 2.1053
F -3.3228 3.9552 2.5409
H 0.0557 0.6160 1.2574
H -0.7659 -1.9680 -1.2554
H -1.0264 -0.9309 -2.8062
H 1.4653 -1.1868 -2.0062
H 1.1572 -0.1568 -0.4581
N 0.8112 -5.3327 0.9070
S 1.0050 -3.8374 1.3464
O 0.7840 -2.8060 0.3386
O 2.0333 -3.5507 2.3398
F -0.3129 -3.6509 2.2392
S 1.9482 -5.7971 -0.0748
O 1.6515 -7.0499 -0.7692
O 3.3326 -5.6716 0.3637
F 1.8694 -4.7534 -1.2786
*
```

For the molar mass, the calculation gives 656.3 g mol⁻¹. The calculation puts the HOMO energy at -7.130 eV. Its gap between HOMO and LUMO is 7.60 eV.



Entry 2:
Molecular formula: C10H20S
Method: DFT, ωB97M-V/def2-TZVPD

Structure (ORCA input):
```
! RIJCOSX wB97M-V def2-TZVPD def2/J DEFGRID3
* xyz 0 1
C -1.3996 -0.0081 0.5419
C -0.8360 0.2036 -0.7993
C 0.7552 0.4627 -0.5612
C -1.7935 -1.3732 0.9916
C -1.5676 1.0809 1.5069
C -1.4954 1.3781 -1.6057
C -0.8027 -1.0487 -1.7326
C 2.7837 -0.8264 -0.5103
C 1.9824 -0.0017 1.6822
C 1.5856 -0.5517 0.3047
S 1.2481 2.1692 -0.4055
H -1.9023 -2.2485 0.2421
H -2.8280 -1.2338 1.5319
H -1.1083 -1.7091 1.7354
H -1.5683 0.5769 2.4844
H -2.4901 1.5275 1.5650
H -0.6715 1.6772 1.4907
H -0.9114 1.7058 -2.5027
H -1.4296 2.3047 -1.0127
H -2.5591 1.0951 -1.9348
H -0.5930 -0.7251 -2.7669
H -1.8622 -1.4163 -1.7544
H -0.0492 -1.8681 -1.4237
H 2.3840 -1.4883 -1.3345
H 3.5304 -1.4383 0.0325
H 3.4161 0.0744 -0.7915
H 2.5981 1.0115 1.5616
H 2.6785 -0.6116 2.3214
H 1.1619 0.3201 2.2993
H 0.9847 -1.4320 0.4843
H 0.7591 2.3933 -1.6401
*
```

As for the energy above the lowest of the compared OMol25 structures with the same formula, charge and spin: 0.000 eV. For the molar mass, the calculation gives 172.3 g mol⁻¹. The calculation puts the HOMO energy (alpha / beta) at -7.012 / -7.225 eV. Its gap between HOMO and LUMO (alpha / beta) is 7.57 / 7.91 eV.



Entry 3:
Molecular formula: C42H105F2N8O18S2Sn
Method: DFT, ωB97M-V/def2-TZVPD

Structure (ORCA input):
```
! RIJCOSX wB97M-V def2-TZVPD def2/J DEFGRID3
* xyz 1 1
Sn 1.4429 3.6436 2.1351
N 1.2327 0.8732 1.3145
S 0.1526 -0.2040 1.1913
O 0.0541 -1.2048 2.2119
O -0.3770 -0.5299 -0.1065
F -1.0909 0.7413 1.7305
S 2.3741 0.0048 0.4246
O 2.3364 0.1608 -0.9961
O 2.8945 -1.2030 0.9850
F 3.5495 1.0462 0.8651
C -6.8953 -4.4359 -1.3203
O -5.5542 -4.6850 -1.6504
C -5.3362 -4.3869 -3.0130
C -3.9635 -4.7663 -3.5543
N -2.8946 -4.0157 -2.8738
C -1.5904 -4.4214 -3.3883
C -0.4367 -3.7771 -2.6687
O -0.3839 -4.2212 -1.3277
C 0.7841 -3.7726 -0.6710
H -7.2190 -3.4593 -1.6970
H -7.0569 -4.4107 -0.2430
H -7.5804 -5.1836 -1.7340
H -5.4824 -3.3207 -3.2024
H -5.9942 -5.0390 -3.6004
H -3.9247 -4.4735 -4.6062
H -3.6992 -5.8286 -3.4875
H -2.9409 -4.2976 -1.8976
H -1.5871 -4.1220 -4.4395
H -1.5389 -5.5147 -3.3006
H -0.4890 -2.6839 -2.7273
H 0.5069 -4.0450 -3.1569
H 0.8662 -4.2852 0.2847
H 0.8130 -2.7031 -0.4318
H 1.6668 -3.9154 -1.3015
C -1.1140 2.7087 -1.1625
O -0.1206 3.6847 -0.8525
C 0.6180 4.1974 -1.9881
C 1.8895 3.3823 -2.0993
N 2.7146 3.6508 -0.9320
C 4.0761 3.0853 -1.1979
C 5.0903 3.4823 -0.1529
O 6.3238 2.8398 -0.3515
C 7.0954 2.9164 0.8406
H -0.6476 1.7744 -1.4886
H -1.7714 3.0573 -1.9611
H -1.7253 2.4342 -0.3041
H 0.6557 5.2769 -1.8475
H 0.0307 4.0193 -2.8927
H 2.3998 3.6453 -3.0322
H 1.6058 2.3313 -2.1593
H 2.8509 4.6523 -0.8261
H 4.3760 3.4551 -2.1831
H 4.0346 1.9999 -1.2892
H 4.6340 3.1921 0.8015
H 5.1807 4.5761 -0.1912
H 6.6067 2.3568 1.6446
H 7.1971 3.9597 1.1522
H 8.0745 2.4718 0.6823
C -3.2276 1.8844 1.3149
O -4.5687 1.9547 0.8510
C -5.4294 2.6387 1.7437
C -6.8761 2.4710 1.3207
N -7.4916 1.2890 1.9331
C -7.0601 0.0693 1.2323
C -7.8855 -1.1223 1.6937
O -9.2254 -0.9330 1.2391
C -9.9246 -2.1513 1.0974
H -2.7053 1.2076 0.6431
H -3.1789 1.4422 2.3167
H -2.7355 2.8584 1.4046
H -5.2177 3.7103 1.8391
H -5.3178 2.2332 2.7544
H -7.0379 2.4659 0.2347
H -7.4781 3.3410 1.5954
H -8.4976 1.3670 1.9738
H -6.0189 -0.1838 1.4302
H -7.2395 0.2057 0.1608
H -7.9414 -1.1434 2.7880
H -7.4716 -2.0841 1.3802
H -9.4169 -2.8553 0.4317
H -10.9300 -1.9250 0.7497
H -10.0247 -2.6791 2.0530
C 2.5161 -1.8000 -3.4915
O 2.4904 -1.4494 -4.8687
C 1.5279 -2.2062 -5.6085
C 1.4060 -1.6287 -7.0058
N 0.1047 -2.0326 -7.5357
C -0.3388 -1.2173 -8.6682
C -0.6632 0.2351 -8.3413
O 0.4764 1.0788 -8.4608
C 0.3705 2.2008 -7.6189
H 3.2614 -1.2067 -2.9649
H 2.7230 -2.8686 -3.4264
H 1.5685 -1.4605 -3.0628
H 0.5720 -2.0477 -5.0955
H 1.7145 -3.2831 -5.5326
H 2.2615 -1.9247 -7.6214
H 1.3831 -0.5448 -6.9077
H 0.1084 -3.0110 -7.7913
H -1.1861 -1.7197 -9.1383
H 0.4222 -1.2764 -9.4588
H -1.0294 0.3060 -7.3126
H -1.4630 0.5422 -9.0204
H 1.1093 2.9719 -7.8380
H 0.5538 1.9082 -6.5785
H -0.6000 2.7003 -7.6920
C 4.5541 4.9887 3.2048
O 4.0656 3.6728 3.0170
C 4.2765 2.8826 4.2120
C 3.7172 1.5163 3.9415
N 2.2680 1.5113 3.8374
C 1.5074 1.4324 5.0666
C 0.0403 1.4588 4.7818
O -0.3277 2.5318 3.9548
C -1.7007 2.9152 4.0761
H 5.5636 4.9643 3.6261
H 3.9286 5.5395 3.9142
H 4.6585 5.4872 2.2417
H 3.8118 3.3878 5.0642
H 5.3305 2.7632 4.4753
H 4.0654 0.7464 4.6346
H 4.1056 1.2242 2.9660
H 1.9179 0.9910 3.0465
H 1.7551 2.3411 5.6284
H 1.8099 0.6346 5.7501
H -0.4142 1.4972 5.7771
H -0.3169 0.5219 4.3434
H -1.9239 3.6365 3.2908
H -1.9143 3.3207 5.0641
H -2.3792 2.0853 3.8682
C 6.4735 -0.4875 2.0919
O 7.1157 -1.0152 3.2243
C 8.2254 -0.2803 3.7032
C 8.7070 -0.7735 5.0487
N 7.9644 -0.3035 6.2359
C 6.5315 -0.5859 6.1123
C 5.8019 -0.0439 7.3319
O 5.6325 1.3424 7.1075
C 5.0429 1.9821 8.2065
H 7.1441 -0.6056 1.2390
H 6.1305 0.5454 2.2350
H 5.5259 -0.9884 1.8918
H 7.8883 0.7656 3.7847
H 9.0556 -0.2462 2.9894
H 9.7842 -0.6451 5.1606
H 8.7113 -1.8596 4.8876
H 8.0597 0.7073 6.1675
H 6.4535 -1.6744 6.1237
H 6.1326 -0.1401 5.1982
H 6.3072 -0.2712 8.2746
H 4.8449 -0.5799 7.4001
H 4.9680 3.0589 8.0768
H 5.5753 1.7949 9.1494
H 4.0722 1.5863 8.5376
C -1.8221 -3.4438 1.8032
O -3.1458 -3.0241 1.9612
C -3.8123 -2.8436 0.6821
C -3.3222 -1.6380 -0.1043
N -4.0709 -1.5702 -1.3519
C -3.9220 -0.2333 -1.9346
C -4.1639 -0.2388 -3.4452
O -2.9945 -0.7874 -4.0425
C -3.2226 -1.2384 -5.3720
H -1.8241 -4.4820 1.4488
H -1.2868 -3.3712 2.7528
H -1.2365 -2.8115 1.1279
H -4.8295 -2.6884 1.0366
H -3.7564 -3.7642 0.0975
H -2.2438 -1.6287 -0.3090
H -3.5090 -0.7356 0.4788
H -3.7895 -2.2789 -2.0227
H -2.8861 0.0783 -1.7392
H -4.5742 0.5213 -1.4888
H -4.4382 0.7463 -3.8332
H -5.0065 -0.9071 -3.6589
H -3.5531 -0.3790 -5.9624
H -3.9481 -2.0560 -5.3732
H -2.2919 -1.6005 -5.8092
*
```

As for the energy above the lowest of the compared OMol25 structures with the same formula, charge and spin: 0.000 eV. For the molar mass, the calculation gives 1231.2 g mol⁻¹. The calculation puts the HOMO energy at -9.402 eV. Its gap between HOMO and LUMO is 4.12 eV.